73
Properties=species:S:1:pos:R:3:forces:R:3 method="wB97M-V/def2-TZVPD" total_charge=+2 gap_ev="6.77 / 6.77"
Ir 0.72200 -0.32453 1.49958 0.2 0.0 0.4
N -1.04226 2.81116 3.77776 0.1 -0.1 0.1
C 0.47181 2.66725 3.65222 0.0 0.0 -0.1
C 1.15823 3.63256 4.61398 0.0 0.0 -0.1
P 0.81647 0.89528 4.06077 -0.2 0.3 0.1
O 2.05642 0.52572 3.06846 -0.1 0.2 0.1
O 1.01593 0.68986 5.48296 0.0 0.0 0.0
O -0.25968 0.17113 3.21525 -0.2 0.1 0.0
P 0.90479 3.07640 1.90137 -0.4 -0.1 -0.1
O 0.02078 4.40642 1.73741 0.0 0.0 0.0
O 2.33512 3.22120 1.65938 0.0 0.0 0.1
O 0.08508 2.02492 1.05446 0.6 0.0 -0.3
H -1.30832 2.94307 4.75739 0.0 0.0 0.0
H -1.49705 1.95852 3.42660 0.0 0.0 -0.1
H -1.36832 3.61912 3.23694 0.0 0.1 0.0
H 1.02836 3.29685 5.64302 0.0 0.0 0.0
H 0.77310 4.64724 4.50115 0.0 0.0 0.0
H 2.22655 3.65855 4.39965 0.0 0.0 0.0
H 2.97278 0.57523 3.38097 0.1 -0.1 -0.2
H 0.53988 5.20810 1.57631 0.0 0.0 0.0
Se 1.16443 -2.44028 2.49313 0.3 -0.4 0.2
P 0.01881 -3.33740 0.87750 -0.3 -0.4 -0.1
Se 0.10112 -1.51335 -0.39117 -0.3 0.5 -0.2
C -1.68195 -3.69551 1.28700 0.0 -0.1 -0.1
C -1.96669 -4.99534 1.71306 0.0 0.0 0.0
C -3.25778 -5.32084 2.09479 0.0 0.0 0.0
C -4.26109 -4.36375 2.03642 0.0 0.0 0.0
C -3.97745 -3.07269 1.60917 0.0 0.0 0.0
C -2.68789 -2.73129 1.24034 0.0 0.0 0.0
C 0.73356 -4.77010 0.11774 0.2 0.0 0.0
C 0.14357 -5.25658 -1.05310 -0.1 -0.1 0.0
C 0.68547 -6.36947 -1.66761 0.0 0.0 0.0
C 1.80018 -6.99355 -1.11512 0.0 0.0 0.0
C 2.38179 -6.50963 0.04733 0.0 0.0 0.0
C 1.85538 -5.38617 0.66706 0.0 0.0 0.0
H -1.19199 -5.75164 1.74096 0.0 0.0 0.0
H -3.48156 -6.32467 2.42860 0.0 0.0 0.0
H -5.27139 -4.62653 2.32018 0.0 0.0 0.0
H -4.76614 -2.33435 1.55835 0.0 0.0 0.0
H -2.46986 -1.72100 0.91810 0.0 0.0 0.0
H -0.73564 -4.78052 -1.47339 0.0 0.0 0.0
H 0.23947 -6.75621 -2.57370 0.0 0.0 0.0
H 2.21836 -7.86557 -1.60006 0.0 0.0 0.0
H 3.24923 -6.99956 0.46753 0.0 0.0 0.0
H 2.31739 -4.99705 1.56609 0.0 0.0 0.0
C -0.13202 0.63794 -3.88916 0.0 0.0 0.0
C -1.64496 0.68087 -3.69568 0.1 0.0 0.0
C -2.11939 1.78322 -2.75337 0.0 0.0 0.0
C -1.62823 1.64487 -1.30118 -0.1 0.0 -0.1
Ge 0.19995 2.16640 -0.94977 0.0 0.0 0.2
C 0.62914 4.00462 -1.37037 0.0 0.1 -0.1
C 1.06223 4.19983 -2.83511 0.0 0.0 0.1
C 2.36013 3.48142 -3.19410 0.0 0.0 0.0
C 2.78550 3.75763 -4.63088 0.0 0.0 0.0
H 0.14580 0.00923 -4.73467 0.0 0.0 0.0
H 0.39243 0.23066 -3.01972 0.0 0.0 0.0
H 0.26993 1.63606 -4.09173 0.0 0.0 0.0
H -2.00311 -0.28613 -3.32828 0.0 0.0 0.0
H -2.12041 0.83633 -4.66491 0.0 0.0 0.0
H -3.21048 1.78353 -2.72929 0.0 0.0 0.0
H -1.82555 2.75615 -3.15963 0.0 0.0 0.0
H -1.80590 0.63470 -0.92789 0.0 0.0 0.0
H -2.20179 2.32555 -0.66391 0.0 0.0 0.0
H 1.33812 1.15680 -1.07959 0.0 0.0 0.0
H 1.43466 4.33090 -0.70900 0.0 0.0 0.0
H -0.26399 4.59268 -1.14659 0.0 0.0 0.0
H 1.19025 5.27123 -3.00456 0.0 0.0 0.0
H 0.26442 3.88159 -3.51264 0.0 0.0 0.0
H 2.24574 2.40050 -3.05378 0.0 0.0 0.0
H 3.14635 3.79669 -2.50188 0.0 0.0 0.0
H 1.98577 3.51016 -5.33244 0.0 0.0 0.0
H 3.66329 3.17421 -4.90540 0.0 0.0 0.0
H 3.03112 4.81136 -4.76932 0.0 0.0 0.0


64
Properties=species:S:1:pos:R:3:forces:R:3 method="wB97M-V/def2-TZVPD" total_charge=-1 gap_ev=6.07
O -5.78301 0.85786 -0.56490 -2.3 -0.1 -0.5
C -6.66503 -0.24283 -0.99658 0.7 -1.3 -0.3
C -7.96815 0.50216 -0.88912 0.6 0.1 0.1
H -6.61081 -1.07523 -0.29297 0.3 0.0 -0.2
H -6.42969 -0.55606 -2.01955 0.2 -0.1 0.2
C -7.03445 1.58793 -0.33138 -1.1 1.1 0.2
H -8.69161 0.10699 -0.18131 0.0 0.0 -0.1
H -8.42339 0.73534 -1.85203 -0.1 0.1 0.2
C -7.27047 1.83384 1.13916 0.2 0.1 0.1
H -7.27889 0.88635 1.69085 0.1 0.2 0.0
H -8.23784 2.33920 1.24934 0.2 -0.2 0.2
H -6.48271 2.48833 1.52018 -0.1 -0.1 0.2
C -7.24679 2.85737 -1.12224 0.2 0.4 0.1
H -7.26520 2.67727 -2.20308 0.2 0.1 0.2
H -6.51279 3.61816 -0.85383 0.1 0.1 -0.2
H -8.23928 3.23381 -0.82654 0.3 0.0 -0.2
Sr -0.78926 0.41777 -0.27472 2.2 0.9 0.1
C 1.21117 2.19839 -2.31662 -0.5 -0.7 -0.4
C 1.33164 0.87880 -2.85500 -0.6 0.5 0.2
C 0.03334 0.44535 -3.25605 0.2 0.3 0.1
H 2.26855 0.32937 -2.98360 -0.5 0.1 0.2
C -0.88964 1.51561 -3.00525 0.4 -0.1 0.3
C -0.15731 2.58318 -2.40003 0.1 -0.2 -0.2
H -0.55699 3.56478 -2.11594 0.1 -0.5 -0.1
H 2.03670 2.82158 -1.96468 -0.4 -0.3 0.0
H -0.19999 -0.50037 -3.75880 0.1 0.4 0.2
H -1.93839 1.54587 -3.30770 0.3 0.0 0.1
C 0.60204 1.89907 2.15673 -0.7 0.0 -0.2
C 0.16713 2.90062 1.24378 -0.3 -0.2 0.5
C -1.25708 2.85148 1.17234 0.2 -0.4 0.2
H 0.81401 3.62414 0.73897 -0.3 -0.4 0.1
C -1.70094 1.78352 2.01975 0.2 0.1 -0.1
C -0.54427 1.18492 2.61384 0.0 0.5 -0.1
H -0.53626 0.37414 3.35169 0.0 0.3 -0.4
H 1.63559 1.72421 2.47126 -0.5 -0.1 -0.3
H -1.89336 3.53492 0.60784 0.2 -0.3 0.1
H -2.74434 1.49001 2.18994 0.4 0.2 0.0
O -5.00497 -2.38979 0.69867 1.1 0.4 -1.2
C -3.92494 -1.40562 0.54340 0.1 -0.2 -0.1
C -3.64247 -1.24650 -0.96696 -1.1 -0.2 -0.2
H -3.01600 -1.78544 1.03195 -0.2 0.0 0.2
H -4.23767 -0.45550 1.00214 0.0 -0.5 -0.1
C -4.01107 -2.64298 -1.52782 -0.2 -0.3 0.2
H -2.62788 -0.92488 -1.28109 -0.6 -0.4 0.3
H -4.35136 -0.51197 -1.38704 0.7 -0.3 0.2
C -4.94144 -3.29978 -0.43805 -0.2 0.4 -0.2
H -3.12485 -3.27374 -1.68834 -0.3 0.3 0.0
H -4.55742 -2.52438 -2.48134 0.4 -0.2 0.4
H -4.56507 -4.30160 -0.09453 -0.4 0.9 -0.4
H -5.98823 -3.39533 -0.85113 1.0 -0.1 0.6
C 3.24053 -1.57089 2.25711 -0.1 -0.1 0.1
Si 2.75492 -0.97443 0.50288 0.1 0.6 -0.2
C 3.77680 0.62894 0.26911 0.1 -0.1 0.1
C 3.64303 -2.22109 -0.65314 -0.1 -0.1 -0.1
O 1.18747 -0.73437 0.24418 0.2 -0.6 0.0
H 4.33225 -1.70086 2.33581 -0.2 0.0 -0.1
H 2.78403 -2.53942 2.51051 0.0 0.2 0.0
H 2.95205 -0.84951 3.03556 -0.1 -0.1 -0.2
H 4.78682 0.50296 0.69641 -0.2 0.0 -0.1
H 3.89621 0.87441 -0.79601 -0.1 0.0 0.2
H 3.30740 1.49105 0.76440 0.1 -0.2 -0.1
H 3.08069 -3.15636 -0.79013 0.1 0.2 0.0
H 3.82993 -1.79842 -1.65286 -0.2 0.0 0.2
H 4.62717 -2.49365 -0.23739 -0.2 0.1 0.0


73
Properties=species:S:1:pos:R:3:forces:R:3 method="wB97M-V/def2-TZVPD" total_charge=+2 gap_ev="9.18 / 6.25" multiplicity=3
Au 1.31643 1.22192 0.35151 -0.1 0.1 0.1
N 4.11753 0.74885 1.46308 0.0 0.3 -0.1
N 4.72786 2.01313 1.45807 -0.1 -0.1 0.0
C 4.09893 3.08122 0.95259 0.0 -0.2 0.2
N 4.71340 4.24902 0.93946 0.0 -0.1 0.0
N 2.84335 2.83253 0.50568 -0.1 0.3 -0.1
N 2.05053 3.85020 0.09392 -0.3 -0.1 -0.2
O 0.89030 3.44380 -0.19202 0.2 -0.1 0.1
O 2.37002 4.99695 -0.00558 0.1 0.1 0.0
H 4.11404 0.36708 2.40400 0.1 0.0 0.0
H 4.65098 0.12581 0.86775 0.0 0.0 0.1
H 5.68154 2.10269 1.78162 0.0 0.0 0.0
H 5.63977 4.34643 1.32583 0.0 0.0 0.0
H 4.25398 5.06551 0.56658 0.0 0.0 0.0
C -4.28936 2.53377 1.15201 -0.1 0.0 0.0
C -3.16246 2.61179 2.17556 0.0 0.0 0.1
C -2.15741 1.46366 1.97532 0.1 0.0 0.0
C -2.07762 1.06187 0.48568 -0.2 -0.1 0.0
C -2.27836 2.30867 -0.38512 0.1 0.0 0.0
C -3.75158 2.72663 -0.27587 0.0 0.0 0.0
P -0.64898 0.00805 0.14791 0.3 0.2 0.0
C -0.66253 -0.73081 -1.51056 -0.1 -0.1 0.0
C -0.11866 0.23000 -2.58634 0.0 0.0 0.0
C -0.42383 -0.34633 -3.96640 0.1 0.0 0.0
C -1.93471 -0.33232 -4.23961 0.0 0.0 0.0
C -2.75512 -0.46216 -2.95047 -0.1 0.0 0.0
C -2.04392 -1.32941 -1.91880 0.1 0.0 0.1
C -0.50539 -1.22764 1.47306 -0.2 -0.1 0.1
C 0.83553 -1.97945 1.41092 0.0 0.0 0.0
C 0.77696 -3.20073 2.32543 0.0 0.0 0.0
C -0.24627 -4.22230 1.79655 0.0 -0.1 0.0
C -1.33980 -3.56002 0.95228 -0.1 0.0 0.0
C -1.71466 -2.20663 1.54354 0.0 0.1 0.0
H -5.04715 3.28592 1.36912 0.0 0.0 0.0
H -4.79208 1.56644 1.24472 0.0 0.0 0.0
H -3.55872 2.56057 3.18934 0.0 0.0 0.0
H -2.65502 3.57570 2.09497 0.0 0.0 0.0
H -2.45213 0.60025 2.57474 0.0 0.0 0.0
H -1.16647 1.77522 2.32798 0.0 0.0 0.0
H -2.90112 0.36587 0.25927 0.0 0.1 0.0
H -2.00314 2.15466 -1.42652 0.0 0.0 0.0
H -1.63613 3.10293 -0.00313 0.1 0.0 0.0
H -4.34648 2.13753 -0.97779 0.0 0.0 0.0
H -3.84203 3.76879 -0.58386 0.0 0.0 0.0
H 0.04856 -1.55841 -1.41816 0.0 0.0 0.0
H 0.95723 0.36534 -2.44988 0.0 0.0 0.0
H -0.57259 1.21984 -2.49956 0.0 0.0 0.0
H -0.03312 -1.36759 -4.01212 0.0 0.0 0.0
H 0.10755 0.21865 -4.73183 0.0 0.0 0.0
H -2.18732 -1.14588 -4.92050 0.0 0.0 0.0
H -2.20636 0.59376 -4.74839 0.0 0.0 0.0
H -3.72935 -0.90059 -3.16800 0.0 0.0 0.0
H -2.96097 0.52365 -2.52476 0.0 0.0 0.0
H -1.85314 -2.31859 -2.34083 0.0 0.0 0.0
H -2.68698 -1.50444 -1.05560 0.0 0.0 0.0
H -0.50623 -0.62321 2.38573 0.0 0.0 0.0
H 1.65229 -1.30681 1.70313 0.0 0.0 0.0
H 1.04496 -2.31462 0.39114 0.0 0.0 0.0
H 0.51123 -2.87489 3.33437 0.0 0.0 0.0
H 1.76528 -3.65190 2.40538 0.0 0.0 0.0
H -0.70790 -4.73367 2.64229 0.0 0.0 0.0
H 0.25755 -4.99027 1.20770 0.0 0.0 0.0
H -2.21796 -4.20388 0.90350 0.0 0.0 0.0
H -1.00824 -3.42813 -0.08291 0.0 0.0 0.0
H -1.97879 -2.32873 2.59634 0.0 0.0 0.0
H -2.60526 -1.79151 1.06929 0.0 0.0 0.0
O 2.67286 -1.20823 -1.17891 0.0 0.2 -0.1
N 3.47150 -2.03945 -1.50961 -0.1 -0.3 -0.2
C 4.33685 -2.72441 -0.83858 0.0 0.2 0.0
C 4.45848 -2.39702 0.55193 0.0 -0.3 0.1
N 4.45480 -2.04177 1.64357 0.0 -0.1 0.0
C 5.14130 -3.69039 -1.50608 0.1 -0.1 0.0
N 5.80372 -4.46252 -2.03506 0.0 0.0 0.0


Across the entries above, energy above the lowest of the compared OMol25 structures with the same formula, charge and spin takes the values 14.8; 0.0; 6.2 kcal per mole, respectively.
Across the entries above, energy takes the values -255095.6795; -38272.3487; -54452.9823 eV, respectively.